# 1
Here is 7 unconnected molecules or ions with the total composition C46H48ClI2N6O17PS2 at a distorted geometry from the Open Molecules 2025 dataset. Energies are from ωB97M-V/def2-TZVPD.

Orbital gap   7.8 eV
Highest occupied orbital energy   -0.31767 Ha

Element x y z (Å)
C 0.7413 8.3859 -0.8424
C 0.0615 7.8661 0.4227
C -1.0525 6.8612 0.1399
O -0.7330 5.9380 -0.8814
C -0.2963 4.6784 -0.4581
O 0.5746 4.0815 -1.3687
C 1.8392 4.6907 -1.4871
C 2.8101 4.2578 -0.4218
I 3.6689 5.8036 0.7643
C 3.1843 3.0493 -0.1418
C 4.1875 2.6802 0.8959
I 2.3327 1.4011 -1.1530
P 2.5024 4.3717 -3.2314
O 2.2558 5.6803 -4.1369
O 1.5705 3.2679 -3.9007
S 4.3803 3.9384 -3.2927
C -1.4781 3.6875 -0.3015
S -2.1673 3.6878 1.3903
O -2.5643 3.9910 -1.1140
C -2.3184 3.9277 -2.4709
Cl -1.8517 2.3146 -3.0688
H 1.7793 8.6118 -0.6506
H 0.6082 7.7443 -1.6989
H 0.2740 9.3256 -1.1024
H 0.7422 7.3991 1.1212
H -0.3521 8.7185 0.9378
H -1.9094 7.4384 -0.1713
H -1.3118 6.3882 1.0760
H 0.1741 4.7632 0.5223
H 1.7852 5.7722 -1.4648
H 4.2468 1.6117 0.9234
H 3.9717 3.0596 1.8789
H 5.1509 3.0059 0.5324
H 3.0221 6.2483 -3.9563
H 0.8704 3.7354 -4.3965
H -1.0620 2.6985 -0.4574
H -1.3256 2.8238 1.9761
H -1.6146 4.6792 -2.7857
H -3.2469 4.1598 -2.9553
C 0.9219 -2.3279 3.5282
C 1.9790 -2.8393 4.2715
C 3.1880 -2.1644 4.3141
C 3.3186 -0.9828 3.6106
C 2.2783 -0.4646 2.8621
C 1.0753 -1.1419 2.8227
N 4.5814 -0.2365 3.6532
O 5.5066 -0.6869 4.2995
O 4.6104 0.8027 3.0157
H -0.0236 -2.8521 3.4991
H 1.8626 -3.7620 4.8213
H 4.0088 -2.5633 4.8881
H 2.3962 0.4586 2.3133
H 0.2580 -0.7445 2.2451
C -2.4280 -1.0149 -3.2440
C -1.2350 -1.0779 -2.5378
C -1.2448 -1.3760 -1.1862
C -2.4562 -1.6105 -0.5609
C -3.6542 -1.5462 -1.2478
C -3.6356 -1.2453 -2.5988
N -2.4648 -1.9447 0.8694
O -1.3905 -1.9732 1.4443
O -3.5349 -2.1758 1.3956
H -2.4168 -0.7856 -4.3012
H -0.2959 -0.8964 -3.0418
H -0.3165 -1.4244 -0.6350
H -4.5924 -1.7267 -0.7448
H -4.5637 -1.1922 -3.1505
C 2.2256 5.2530 -10.1191
C 1.9152 3.9052 -10.0020
C 1.1493 3.4599 -8.9386
C 0.7010 4.3772 -8.0069
C 1.0062 5.7217 -8.1042
C 1.7748 6.1588 -9.1691
N -0.1288 3.9126 -6.8880
O -0.3631 2.7254 -6.8099
O -0.5333 4.7530 -6.0981
H 2.8208 5.5985 -10.9539
H 2.2689 3.2007 -10.7416
H 0.9077 2.4119 -8.8453
H 0.6534 6.4246 -7.3646
H 2.0206 7.2075 -9.2601
C -2.6618 -6.7641 0.2982
C -1.8024 -7.8379 0.4779
C -0.4719 -7.6194 0.7962
C -0.0180 -6.3204 0.9350
C -0.8589 -5.2380 0.7531
C -2.1875 -5.4659 0.4323
N 1.3919 -6.0930 1.2946
O 2.1027 -7.0722 1.4220
O 1.7655 -4.9454 1.4458
H -3.7038 -6.9484 0.0548
H -2.1725 -8.8484 0.3715
H 0.1964 -8.4558 0.9355
H -0.4964 -4.2252 0.8559
H -2.8577 -4.6290 0.2885
C 7.1189 -1.3462 9.3803
C 5.9063 -0.7072 9.5986
C 4.7529 -1.1855 9.0012
C 4.8320 -2.3042 8.1937
C 6.0318 -2.9486 7.9604
C 7.1816 -2.4629 8.5591
N 3.6063 -2.8271 7.5735
O 2.5693 -2.2272 7.7744
O 3.7034 -3.8308 6.8891
H 8.0181 -0.9725 9.8521
H 5.8594 0.1640 10.2370
H 3.8089 -0.6893 9.1689
H 6.0784 -3.8183 7.3224
H 8.1273 -2.9573 8.3870
C -9.7814 -6.4299 0.2278
C -9.5286 -6.6797 -1.1141
C -8.3012 -7.1852 -1.5064
C -7.3427 -7.4375 -0.5429
C -7.5753 -7.1888 0.7968
C -8.8045 -6.6806 1.1810
N -6.0459 -7.9943 -0.9527
O -5.8570 -8.1826 -2.1365
O -5.2312 -8.2338 -0.0755
H -10.7435 -6.0393 0.5316
H -10.2903 -6.4825 -1.8554
H -8.1027 -7.3798 -2.5496
H -6.8151 -7.3868 1.5376
H -9.0019 -6.4828 2.2252

Atomic partial charges in e from the Löwdin method, atoms 1 to 2: -0.0958 -0.2174

# 2
Here is a molecular structure, C46H48N3OPRu at a distorted geometry from the Open Molecules 2025 dataset. Energies are from ωB97M-V/def2-TZVPD.

Total charge   -1
Orbital gap (spin up / spin down)   3.8 / 5.9 eV
Energy above the lowest of the compared OMol25 structures with the same formula, charge and spin   346.0 kJ/mol
Highest occupied orbital energy (spin up / spin down)   -0.05668 / -0.13605 Ha
Spin multiplicity   6

Element x y z (Å)
Ru 0.4443 -0.5515 -0.0633
N 1.2117 -3.3705 3.0073
N -1.2772 -2.9468 -2.5375
C 0.8830 1.7742 -1.0307
C 1.9499 0.9299 -0.5351
C 1.7100 0.7441 0.8714
C 2.6279 0.1771 1.8853
H 3.5845 -0.0822 1.4379
H 2.0364 -0.9951 2.2407
H 2.7352 0.7855 2.7902
C 0.3615 1.1577 1.1338
C -0.3094 0.9803 2.4389
H 0.3665 1.2842 3.2436
H -0.5658 -0.0767 2.6063
H -1.2361 1.5580 2.4632
C -0.1202 1.8593 -0.0424
C -1.3141 2.7430 -0.0619
H -2.0503 2.4137 0.6738
H -1.7846 2.7646 -1.0492
H -1.0411 3.7774 0.1952
C 3.2505 0.6451 -1.2120
H 3.9719 1.4497 -1.0060
H 3.1421 0.5421 -2.3004
H 3.6649 -0.2933 -0.8321
C 0.9655 2.5738 -2.2754
H -0.0234 2.7855 -2.6917
H 1.5327 2.0452 -3.0467
H 1.4674 3.5376 -2.1001
C 0.5853 -4.4897 3.3871
H 1.0905 -5.1508 4.1030
C -0.7308 -4.8266 2.9939
H -1.2513 -5.6440 3.5146
C -1.3095 -4.0559 1.9918
H -2.3166 -4.2328 1.6776
C -0.5824 -3.0207 1.4122
H -0.8928 -2.3828 0.5729
C 0.6484 -2.6863 1.9918
C 1.4195 -1.5622 1.4407
H 2.1108 -1.9429 0.6670
C -0.9668 -1.6566 -2.4194
C -0.6071 -3.4775 -3.6532
H -0.5505 -4.5432 -3.8984
C -0.0441 -2.4257 -4.3340
H 0.4525 -2.4253 -5.2856
N -0.3333 -1.2470 -3.6248
C -0.3939 0.0576 -4.1301
C 0.5408 0.4605 -5.0963
C 0.2130 1.5705 -5.8678
H 0.8795 1.8256 -6.6827
C -0.9275 2.3345 -5.6315
C -1.2271 3.5261 -6.5104
H -1.8161 4.2757 -5.9588
H -1.8038 3.2359 -7.4077
H -0.2899 3.9905 -6.8587
C -1.7862 1.9651 -4.5877
H -2.6992 2.5460 -4.4135
C -1.5280 0.8332 -3.7997
C -2.4985 0.4189 -2.7587
H -3.1195 -0.4196 -3.0851
H -3.1849 1.2523 -2.5588
H -1.9996 0.1326 -1.8218
C 1.8322 -0.2443 -5.3419
H 1.7110 -1.1378 -5.9695
H 2.3690 -0.5270 -4.4240
H 2.4736 0.4450 -5.9128
O -2.2315 -2.6135 4.4570
P -2.0200 -1.5233 5.4780
C -0.2626 -1.0797 5.6410
C 0.6658 -2.1306 5.6034
C 2.0286 -1.8654 5.5323
C 2.4957 -0.5580 5.6620
C 1.5799 0.4932 5.7944
C 0.2033 0.2364 5.7637
C -2.9356 -0.0420 5.0024
C -3.2916 0.9493 5.9276
C -3.9071 2.1243 5.4826
C -4.2193 2.2888 4.1305
C -3.9547 1.2555 3.2212
C -3.3275 0.0870 3.6575
C -2.5266 -2.0864 7.1136
C -3.2546 -3.2829 7.1880
C -3.6092 -3.8046 8.4324
C -3.2219 -3.1442 9.6052
C -2.4705 -1.9666 9.5305
C -2.1058 -1.4410 8.2856
H 0.3014 -3.1564 5.6059
H 2.7275 -2.6866 5.3655
H 3.5693 -0.3594 5.6589
H 1.9325 1.5168 5.9176
H -0.5072 1.0631 5.8382
H -3.0966 0.8001 6.9895
H -4.1407 2.9101 6.2022
H -4.6784 3.2135 3.7782
H -4.2388 1.3530 2.1724
H -3.1367 -0.7348 2.9627
H -3.5169 -3.8073 6.2676
H -4.1796 -4.7313 8.4796
H -3.4980 -3.5569 10.5766
H -2.1531 -1.4542 10.4389
H -1.4834 -0.5462 8.2290

Atomic partial charges in e from the Löwdin method, atoms 1 to 2: 1.2245 0.0907